Model one:
# C6H14O2

A 3-piece molecular cluster, C6H14O2 overall (wB97M-V/def2-TZVPD, OMol25).

## Properties
**HOMO**: -9.2 eV
**Net charge**: 0
**SMILES**: C=CC/C=C/C.O.O
**Lowest unoccupied orbital energy**: 0.58 eV

Last column: natural (NBO) charge in e.
CARTESIAN COORDINATES (ANGSTROEM)
C  1.2402  2.5062  1.1938  -0.400
C  0.3111  1.7208  0.6093  -0.145
C  -0.4070  0.6590  1.3715  -0.467
C  0.2423  -0.5402  0.9049  -0.208
C  -0.4224  -1.5274  0.3973  -0.162
C  0.3313  -2.8529  0.1002  -0.654
H  1.9443  3.3795  0.7849  0.197
H  1.3818  2.6765  2.2084  0.186
H  0.0020  1.8579  -0.3017  0.168
H  -1.4759  0.7298  1.1272  0.200
H  -0.2904  0.8458  2.4582  0.219
H  1.3201  -0.8772  1.1531  0.212
H  -1.4597  -1.5628  0.1620  0.190
H  0.5561  -2.8914  -0.9689  0.222
H  -0.6191  -3.5276  0.0804  0.212
H  1.1981  -2.9911  0.7916  0.224
O  1.3970  -1.1614  -3.0556  -0.927
H  0.7610  -1.6696  -3.3710  0.458
H  1.1705  -0.2454  -3.1570  0.470
O  -2.6342  1.8834  -1.1126  -0.945
H  -1.7541  1.6699  -1.3286  0.467
H  -2.7933  1.9182  -0.0474  0.482

---

Model two:
# C6H14O2

A 3-piece molecular cluster, C6H14O2 overall (wB97M-V/def2-TZVPD, OMol25).

## Properties
**HOMO**: -8.4 eV
**Net charge**: 0
**SMILES**: C=C(C)C(=C)C.O.O
**Lowest unoccupied orbital energy**: 0.50 eV

Last column: natural (NBO) charge in e.
CARTESIAN COORDINATES (ANGSTROEM)
C  -3.0664  0.3787  0.3894  -0.400
C  -2.0676  -0.5415  0.4865  0.015
C  -2.3368  -1.9859  0.9180  -0.654
C  -0.5996  -0.0887  0.4051  -0.019
C  -0.2951  1.1000  1.0006  -0.398
C  0.3578  -1.2169  0.1174  -0.659
H  -2.8762  1.3893  0.4375  0.177
H  -4.0224  0.1772  0.2208  0.187
H  -1.5286  -2.6906  0.6650  0.214
H  -3.2172  -2.3684  0.4287  0.225
H  -2.5586  -2.0024  2.0417  0.230
H  0.6615  1.3296  1.5449  0.217
H  -1.2437  1.7688  1.0527  0.203
H  0.0980  -1.8288  -0.7418  0.223
H  0.4206  -1.9998  0.9592  0.220
H  1.2869  -0.6886  0.0376  0.221
O  6.5485  -2.3929  -0.7636  -0.923
H  6.0222  -1.7193  -0.1588  0.462
H  6.1446  -2.1126  -1.5846  0.461
O  0.9430  5.4755  -2.3654  -0.936
H  0.0305  5.3705  -2.3068  0.465
H  1.2986  4.6468  -2.7842  0.471

---

Tell me which of them is the least stable. Sure, it is model one.

---

Model one:
# C6H12O

An isolated ion of composition C6H12O and charge +1 (wB97M-V/def2-TZVPD, OMol25).

## Properties
**Spin multiplicity**: 2
**HOMO (alpha / beta)**: -14.0 / -14.0 eV
**Net charge**: +1
**Lowest unoccupied orbital energy (alpha / beta)**: -5.50 / -9.01 eV
**Expectation value of S²**: 0.755

Last column: natural (NBO) charge in e.
CARTESIAN COORDINATES (ANGSTROEM)
C  -1.0646  -0.9711  0.9867  -0.092
O  -1.7641  -1.7195  -0.0900  -0.729
C  -1.2367  0.4751  0.5760  -0.470
C  -0.7067  0.6950  -0.8652  -0.350
C  0.7211  0.0052  -1.2453  -0.495
C  2.4968  0.0653  0.6810  -0.073
C  1.9736  0.5690  -0.5056  0.147
H  -0.0835  -1.4829  1.1663  0.184
H  -1.5839  -1.0950  1.9756  0.203
H  -2.6649  -1.4349  -0.1004  0.473
H  -0.7000  1.1470  1.1911  0.213
H  -2.2496  0.9193  0.8562  0.261
H  -0.4318  1.7135  -1.2157  0.221
H  -1.5305  0.3991  -1.5721  0.260
H  0.9128  0.2448  -2.3030  0.277
H  0.5918  -1.0943  -1.1974  0.276
H  2.2013  -0.8105  1.2369  0.240
H  2.9048  0.9186  1.3231  0.245
H  2.2144  1.4565  -0.8982  0.211

---

Model two:
# C6H12O

A 2-piece molecular cluster, C6H12O overall (wB97M-V/def2-TZVPD, OMol25).

## Properties
**Spin multiplicity**: 2
**HOMO (alpha / beta)**: -15.0 / -14.9 eV
**Net charge**: +1
**Lowest unoccupied orbital energy (alpha / beta)**: -4.74 / -8.03 eV
**Expectation value of S²**: 0.785

Last column: natural (NBO) charge in e.
CARTESIAN COORDINATES (ANGSTROEM)
C  -0.6800  0.9347  -1.6392  -0.674
C  0.2678  0.6759  -0.5132  0.017
C  1.1002  1.6501  -0.0586  -0.145
C  1.5893  -1.3204  -0.0646  -0.114
C  0.3796  -0.6685  -0.0471  0.123
C  -0.8404  -1.4830  0.2012  -0.694
H  -0.4570  0.3705  -2.5453  0.262
H  -0.6051  1.9793  -1.9392  0.248
H  -1.7417  0.8008  -1.4190  0.256
H  1.9812  1.4468  0.5420  0.225
H  0.9316  2.6800  -0.3168  0.229
H  1.7500  -2.3944  -0.0120  0.233
H  2.5636  -0.8619  -0.2416  0.221
H  -0.9282  -2.2280  -0.6101  0.274
H  -1.8320  -1.0323  0.1762  0.251
H  -0.6711  -2.1129  1.0722  0.276
H  -0.6127  1.2347  2.3356  0.468
H  -1.5083  -0.0178  2.3703  0.471
O  -0.6868  0.3466  2.7091  -0.928

---

Tell me which of them is the least stable. Sure, it is model one.

---

Model one:
# C22H21N3OS

One molecule with the formula C22H21N3OS (wB97M-V/def2-TZVPD, OMol25).

## Properties
**HOMO**: -7.0 eV
**Net charge**: 0
**SMILES**: CCOc1ccc2nc3cc(NCC4=CC=CCC4=S)ccc3c(N)c2c1
**Lowest unoccupied orbital energy**: -1.17 eV

Last column: natural (NBO) charge in e.
CARTESIAN COORDINATES (ANGSTROEM)
C  -2.1336  5.6882  5.8012  -0.641
C  -2.2263  6.6007  4.4929  -0.065
O  -3.1545  6.0380  3.5078  -0.508
C  -2.7512  4.9605  2.6969  0.264
C  -3.7689  4.4930  1.8963  -0.218
C  -3.5612  3.4341  1.0288  -0.186
C  -2.3664  2.6868  1.0147  0.184
N  -2.3115  1.4925  0.3690  -0.447
C  -1.1545  0.7983  0.3985  0.175
C  -1.0785  -0.4734  -0.2183  -0.256
C  -0.0047  -1.3424  -0.2436  0.193
N  0.0466  -2.5923  -0.8157  -0.614
C  1.1939  -3.4865  -1.1978  -0.234
C  1.1041  -3.8528  -2.6219  -0.107
C  1.9767  -3.3980  -3.5536  -0.105
C  1.9754  -3.7552  -4.9929  -0.260
C  0.8393  -4.4156  -5.4183  -0.088
C  -0.3874  -4.7495  -4.5184  -0.563
C  -0.1889  -4.4659  -3.1235  0.029
S  -1.4590  -4.9072  -2.0001  -0.109
C  1.1288  -0.9739  0.6264  -0.252
C  1.0876  0.3090  1.2124  -0.165
C  -0.0192  1.1929  1.1487  -0.165
C  -0.0620  2.5218  1.7656  0.279
N  1.0467  3.0050  2.4696  -0.841
C  -1.2615  3.2311  1.7928  -0.171
C  -1.5407  4.3365  2.6577  -0.246
H  -1.3946  6.1496  6.4532  0.207
H  -3.1215  5.7639  6.3938  0.216
H  -1.7962  4.6659  5.5588  0.217
H  -2.5787  7.6022  4.7770  0.198
H  -1.1604  6.6872  4.1674  0.171
H  -4.7239  4.9676  1.8733  0.227
H  -4.3910  3.0899  0.3407  0.229
H  -1.9691  -0.8952  -0.7552  0.205
H  -0.8548  -2.8394  -1.1811  0.401
H  2.1136  -2.9249  -1.0026  0.217
H  1.1233  -4.4262  -0.5495  0.225
H  2.6784  -2.7004  -3.1702  0.210
H  2.7723  -3.4402  -5.6151  0.227
H  0.8473  -4.6784  -6.4363  0.205
H  -0.6299  -5.8019  -4.7961  0.278
H  -1.0889  -4.0397  -4.8666  0.280
H  1.9010  -1.7065  0.7806  0.208
H  1.8850  0.5197  1.9255  0.203
H  1.0325  4.0491  2.6083  0.401
H  1.2520  2.3139  3.1724  0.395
H  -0.7201  4.6145  3.4220  0.198

---

Model two:
# C22H21N3OS

C22H21N3OS as an isolated structure (wB97M-V/def2-TZVPD, OMol25).

## Properties
**HOMO**: -7.7 eV
**Net charge**: 0
**Lowest unoccupied orbital energy**: 0.01 eV

Last column: natural (NBO) charge in e.
CARTESIAN COORDINATES (ANGSTROEM)
C  -5.4139  3.6366  0.5021  -0.602
C  -4.7509  2.6201  -0.3925  0.163
N  -3.7554  2.0425  0.2293  -0.493
C  -2.8873  1.1071  -0.4631  0.407
C  -3.1435  0.6345  -1.9214  -0.277
C  -4.2038  1.2416  -2.2930  -0.122
C  -4.8667  2.2660  -1.5458  -0.256
H  -5.9585  2.5046  -2.1211  0.172
H  -4.6025  0.7922  -3.3203  0.211
H  -2.6151  -0.0552  -2.2621  0.197
N  -1.9093  0.4538  0.4896  -0.587
H  -1.6589  0.9511  1.1758  0.348
C  -0.5716  -0.0274  -0.4539  -0.073
C  0.2162  1.0283  -0.6954  -0.284
C  1.1305  1.7122  -0.1581  -0.134
C  1.8993  2.8240  -0.7651  -0.246
C  1.5080  2.8694  -2.2380  -0.105
S  0.3160  1.5573  -2.3993  0.348
C  1.7142  3.5880  -3.2882  -0.635
H  2.6451  4.3537  -2.7974  0.195
H  1.0538  4.0846  -3.7492  0.229
H  2.3717  3.0019  -3.8685  0.249
H  2.4659  3.4491  -0.3526  0.188
H  1.3838  1.7246  1.1648  0.191
C  -0.0869  -1.1554  0.6807  -0.100
C  1.1816  -1.4908  0.3135  0.341
C  2.0981  -2.2617  1.1118  0.208
N  2.9894  -2.9585  0.8386  -0.463
C  3.9458  -3.6121  1.6449  0.156
C  3.4634  -3.8352  2.9102  -0.212
C  2.1976  -3.4481  3.4157  -0.151
C  1.5115  -2.6439  2.4552  -0.057
C  0.2530  -1.9257  2.9577  -0.224
C  -0.2945  -1.1288  1.9517  -0.226
H  -1.2566  -0.6975  2.3070  0.230
H  -0.2380  -2.1407  4.0659  0.230
H  1.8984  -3.6653  4.2732  0.190
H  4.1222  -4.3856  3.7090  0.201
C  5.0853  -4.2632  1.0636  -0.616
H  5.0721  -5.3927  1.2435  0.236
H  5.9844  -3.7359  1.6492  0.220
H  5.3535  -3.8860  0.2469  0.219
O  1.8470  -1.3899  -0.8913  -0.704
H  2.7019  -1.8357  -1.0049  0.517
H  -0.9383  -0.8104  -1.0685  0.261
H  -6.4943  3.3294  0.5312  0.224
H  -5.4160  4.6169  -0.1489  0.208
H  -4.8968  3.8714  1.3053  0.225

---

Tell me which of them is the least stable. Sure, it is model two.

---

Model one:
# C2H9NOS2

A 2-piece molecular cluster, C2H9NOS2 overall (wB97M-V/def2-TZVPD, OMol25).

## Properties
**HOMO**: -9.0 eV
**Net charge**: 0
**SMILES**: NCCSS.O
**Lowest unoccupied orbital energy**: 0.64 eV

Last column: natural (NBO) charge in e.
CARTESIAN COORDINATES (ANGSTROEM)
N  -1.2478  -1.8584  -0.1543  -0.834
C  -0.1728  -1.3124  -0.9034  -0.210
C  0.6197  -0.1683  -0.1624  -0.588
S  2.2059  0.0979  -0.8495  0.129
S  2.7170  1.9671  -0.2118  -0.138
H  -1.4210  -2.8011  -0.5209  0.358
H  -1.0083  -2.0404  0.8221  0.357
H  -0.4082  -1.0031  -1.9526  0.195
H  0.4996  -2.1792  -1.0031  0.162
H  0.6925  -0.4608  0.8594  0.203
H  0.0061  0.7599  -0.0639  0.234
H  3.5181  1.6495  0.8794  0.133
O  -1.8135  2.4121  1.4888  -0.926
H  -1.9670  3.1824  0.8762  0.464
H  -2.2204  1.7547  0.8962  0.464

---

Model two:
# C2H9NOS2

A 2-piece molecular cluster, C2H9NOS2 overall (wB97M-V/def2-TZVPD, OMol25).

## Properties
**HOMO**: -9.5 eV
**Net charge**: 0
**SMILES**: CSS.NCO
**Lowest unoccupied orbital energy**: 0.32 eV

Last column: natural (NBO) charge in e.
CARTESIAN COORDINATES (ANGSTROEM)
C  2.1237  0.4131  -1.3900  -0.748
S  1.8557  0.7887  0.3692  0.070
S  1.9328  -1.1340  1.1423  -0.124
H  1.3243  -0.1977  -1.7755  0.227
H  2.1225  1.3347  -1.9588  0.230
H  3.0944  -0.0738  -1.4865  0.230
H  0.6474  -1.4298  0.8939  0.125
N  -1.7722  0.5511  1.4207  -0.845
C  -2.0314  -0.3891  0.3471  0.091
O  -1.2533  -0.2103  -0.8129  -0.748
H  -1.5637  1.4709  1.0517  0.359
H  -0.9929  0.2548  1.9914  0.359
H  -3.0903  -0.3114  0.0748  0.160
H  -1.9126  -1.4040  0.7390  0.145
H  -0.4842  0.3370  -0.6064  0.470

---

Tell me which of them is the least stable. Sure, it is model one.